1.
Here is a 8-piece molecular cluster, C5H27NO8S overall from the OMol25 dataset. Energies are from ωB97M-V/def2-TZVPD.

Calculated values
- Energy relative to the best compared isomer or geometry (same formula, charge and spin): 11.7 kcal/mol
- E_HOMO (alpha / beta): -13.32 / -13.05 eV
- F_max: 0.04897 hartree/bohr

Structure (ORCA input):
```
! RIJCOSX wB97M-V def2-TZVPD def2/J DEFGRID3
* xyz 1 2
C -1.896 -1.192 1.824
N -0.489 -1.001 2.149
C 0.541 -0.972 1.150
C 0.794 -2.401 0.576
S 2.499 -3.031 0.531
C 0.315 0.032 -0.016
O 1.428 0.858 -0.150
C -2.329 -2.507 1.156
H -2.117 -0.433 1.060
H -2.423 -0.947 2.747
H -0.215 -1.508 2.992
H 1.470 -0.627 1.619
H 0.221 -3.151 1.135
H 0.355 -2.489 -0.421
H 3.133 -1.848 0.552
H -0.456 0.741 0.332
H -0.063 -0.348 -0.969
H 2.131 0.612 -0.767
H -2.028 -2.527 0.112
H -2.008 -3.395 1.704
H -3.414 -2.546 1.238
H -2.726 0.052 -1.690
H -4.151 -0.368 -1.395
O -3.585 0.398 -1.417
H 1.306 2.014 2.507
H 0.325 3.181 2.175
O 1.151 2.770 1.929
H -0.932 1.995 4.086
H -0.527 0.790 3.101
O -0.269 1.328 3.862
H 0.600 2.475 -2.990
H 0.825 1.374 -3.995
O 0.172 2.024 -3.730
H 2.075 2.813 -0.985
H 1.491 4.102 -0.500
O 1.794 3.686 -1.305
H -0.531 0.138 -3.351
H -1.735 -0.500 -3.951
O -1.077 -0.671 -3.264
H 3.188 -0.284 -2.770
H 3.843 0.953 -2.737
O 3.314 0.413 -2.133
*
```

These are the Mulliken partial charges, in e, on atoms 1 to 2: C -0.26; N -0.01


2.
Here is a 2-piece molecular cluster, C7H13N overall from the OMol25 dataset. Energies are from ωB97M-V/def2-TZVPD.

Calculated values
- Energy relative to the best compared isomer or geometry (same formula, charge and spin): 150.9 kcal/mol
- E_HOMO (alpha / beta): -13.27 / -13.31 eV
- F_max: 0.05674 hartree/bohr

Structure (ORCA input):
```
! RIJCOSX wB97M-V def2-TZVPD def2/J DEFGRID3
* xyz 1 2
C 1.298 -0.956 0.089
C 0.933 -0.859 1.629
C 0.207 0.471 1.858
C -0.680 1.463 -2.833
C -0.977 1.216 -1.545
C -0.671 1.444 -0.281
C -1.013 0.761 0.964
N 0.613 -2.066 -0.590
H 2.419 -0.893 0.061
H 0.974 0.013 -0.388
H 0.317 -1.724 1.916
H 1.697 -1.105 2.387
H 0.957 1.232 1.571
H 0.110 0.588 2.945
H -0.114 2.283 -3.251
H -1.200 0.872 -3.574
H -2.115 -0.114 -1.458
H -1.454 -0.248 0.856
H -1.720 1.366 1.526
H -0.343 -1.884 -0.302
H 0.765 -1.858 -1.580
*
```

These are the Mulliken partial charges, in e, on atoms 1 to 2: C -0.05; C -0.90


3.
Here is a 2-piece molecular cluster, CH8N3O overall from the OMol25 dataset. Energies are from ωB97M-V/def2-TZVPD.

Calculated values
- Energy relative to the best compared isomer or geometry (same formula, charge and spin): 175.8 kcal/mol
- E_HOMO: -14.44 eV
- F_max: 0.10345 hartree/bohr

Structure (ORCA input):
```
! RIJCOSX wB97M-V def2-TZVPD def2/J DEFGRID3
* xyz 1 1
N 0.449 0.788 0.537
C -0.812 0.180 0.437
N -0.898 -1.118 1.031
N -1.086 -0.093 -1.050
H 0.458 1.494 1.266
H 1.664 0.381 -0.586
H -1.688 -1.174 1.645
H -0.125 -1.516 1.532
H -1.669 0.786 0.854
H -0.650 -0.844 -1.481
H -1.041 0.740 -1.594
H 2.884 0.474 -1.614
O 2.513 -0.098 -0.977
*
```

These are the Mulliken partial charges, in e, on atoms 1 to 2: N -0.32; C 0.20


4.
Here is a 2-piece molecular cluster, C2H2Cl2O2 overall from the OMol25 dataset. Energies are from ωB97M-V/def2-TZVPD.

Calculated values
- Energy relative to the best compared isomer or geometry (same formula, charge and spin): 110.9 kcal/mol
- E_HOMO (alpha / beta): -8.11 / -8.65 eV
- F_max: 0.03151 hartree/bohr

Structure (ORCA input):
```
! RIJCOSX wB97M-V def2-TZVPD def2/J DEFGRID3
* xyz 0 1
C 0.465 1.824 -0.935
C -0.165 -0.813 0.533
O -0.239 2.746 -0.910
O -1.262 -1.199 -0.058
Cl -0.250 -0.460 2.267
Cl 1.247 -1.694 0.058
H 1.557 1.730 -1.000
H -1.353 -2.132 0.045
*
```

These are the Mulliken partial charges, in e, on atoms 1 to 2: C 0.10; C 0.30


5.
Here is C3HKO2 as an isolated structure from the OMol25 dataset. Energies are from ωB97M-V/def2-TZVPD.

Calculated values
- Energy relative to the best compared isomer or geometry (same formula, charge and spin): 25.2 kcal/mol
- E_HOMO (alpha / beta): -14.65 / -14.77 eV
- F_max: 0.04508 hartree/bohr

Structure (ORCA input):
```
! RIJCOSX wB97M-V def2-TZVPD def2/J DEFGRID3
* xyz 1 2
C -1.265 1.628 -0.169
H -2.072 2.313 0.048
C -0.169 1.084 -0.335
O -0.416 -0.386 1.214
C 0.409 -0.118 0.239
K 2.283 -3.630 -0.795
O 1.231 -0.890 -0.203
*
```

These are the Mulliken partial charges, in e, on atoms 1 to 2: C 0.08; H 0.40


6.
Here is C20H16Cl2FN3O2 in the gas phase from the OMol25 dataset. Energies are from ωB97M-V/def2-TZVPD.

Calculated values
- E_HOMO: -8.14 eV
- Structure (SMILES): C=CC(=O)O/N=C(/C)N1N=C(c2ccc(Cl)cc2Cl)C[C@@H]1c1ccccc1F
- F_max: 0.11429 hartree/bohr

Structure (ORCA input):
```
! RIJCOSX wB97M-V def2-TZVPD def2/J DEFGRID3
* xyz 0 1
O 2.559 -4.094 -0.214
F 0.682 1.349 3.367
Cl 6.040 2.081 -4.051
Cl 1.223 4.027 -2.477
N 1.123 0.376 0.129
N -0.083 -2.088 1.341
O 1.222 -2.361 0.537
C 1.514 -3.666 0.135
C 1.203 1.450 -0.575
C 0.681 -6.006 -0.277
C 0.478 -4.657 0.004
C -0.582 -0.909 1.460
C -2.047 3.635 4.252
C -2.585 3.895 3.002
C -0.828 2.940 4.228
C 4.658 0.833 -2.097
C 3.669 2.985 -2.935
C 3.466 0.688 -1.419
C -2.171 3.240 1.876
C -0.421 2.178 3.165
C 4.723 2.020 -2.839
C 2.536 2.809 -2.190
C 2.450 1.641 -1.378
C -1.072 2.364 1.935
N -0.014 0.273 0.885
C -1.630 -0.851 2.563
C -0.064 2.272 -0.285
C -0.878 1.438 0.746
H -0.021 -6.708 -0.320
H 1.590 -6.445 -0.622
H -0.460 -4.312 0.222
H -2.379 4.271 5.102
H -3.400 4.665 2.936
H -0.077 2.943 5.049
H 5.419 0.060 -1.848
H 3.814 3.765 -3.736
H 3.360 -0.210 -0.934
H -2.603 3.304 0.925
H -2.052 0.128 2.705
H -2.367 -1.525 2.289
H -1.282 -1.161 3.513
H -0.617 2.517 -1.195
H 0.259 3.127 0.119
H -1.754 1.000 0.188
*
```

These are the Mulliken partial charges, in e, on atoms 1 to 2: O -0.51; F -0.32


7.
Here is C3H5N3S in the gas phase from the OMol25 dataset. Energies are from ωB97M-V/def2-TZVPD.

Calculated values
- Energy relative to the best compared isomer or geometry (same formula, charge and spin): 30.0 kcal/mol
- E_HOMO: -9.52 eV
- Structure (SMILES): [H]/N=C/NSCC#N
- F_max: 0.02614 hartree/bohr

Structure (ORCA input):
```
! RIJCOSX wB97M-V def2-TZVPD def2/J DEFGRID3
* xyz 0 1
C 1.905 -0.813 1.075
C -1.118 -0.040 0.161
C -2.228 0.236 -0.749
H 1.977 -2.684 0.741
H 2.637 -0.848 1.885
H 1.609 1.172 1.550
H -1.387 0.302 1.182
H -0.917 -1.127 0.173
N 1.489 -1.834 0.437
N 1.443 0.459 0.813
N -3.104 0.468 -1.470
S 0.371 0.827 -0.432
*
```

These are the Mulliken partial charges, in e, on atoms 1 to 2: C 0.10; C -0.28